48
Properties=species:S:1:pos:R:3 method="wB97M-V/def2-TZVPD" gap_ev=8.89 relative_energy_kcal_mol=22.5 smiles="COCCn1c(SCC(=O)N2CCCCC2)nc2ccccc2c1=O" mol_weight_g_mol=361.47 e_homo_ha=-0.30709 charge=0
C -2.34431 -3.70665 -1.02772
H -2.77938 -2.83350 -1.53011
O -1.52687 -3.32331 0.04819
C -0.45481 -2.50237 -0.34173
C 0.44781 -2.28101 0.87598
N 1.35466 -1.17532 0.65030
C 0.98350 0.11466 0.88431
N 1.69870 1.14951 0.64720
C 2.93619 0.97981 0.09265
C 3.72320 2.10146 -0.18651
C 4.97469 1.93627 -0.73338
C 5.46930 0.66249 -1.01421
C 4.70390 -0.45014 -0.74966
C 3.43150 -0.30432 -0.19314
C 2.60207 -1.47100 0.07496
O 2.90508 -2.62167 -0.16090
H 5.05889 -1.44770 -0.95992
H 6.45418 0.55265 -1.44217
H 5.58270 2.80248 -0.94944
H 3.32484 3.07916 0.03258
S -0.60231 0.36254 1.61285
C -0.89603 2.10766 1.18258
H -1.41652 2.57528 2.01601
H 0.08830 2.55320 1.03704
C -1.66980 2.18991 -0.12632
O -1.12838 2.62452 -1.12568
N -2.94896 1.76412 -0.12190
C -3.67947 1.17471 0.97690
H -3.10519 1.22398 1.89963
C -4.02935 -0.28268 0.66470
C -4.81222 -0.36587 -0.64259
C -4.02248 0.30851 -1.76119
C -3.69033 1.74678 -1.36850
H -3.07371 2.22918 -2.12828
H -4.61411 2.32149 -1.23680
H -4.59431 0.30817 -2.69001
H -3.09071 -0.23406 -1.93540
H -5.01114 -1.40907 -0.89376
H -5.77397 0.13970 -0.52473
H -3.10903 -0.86303 0.58697
H -4.61581 -0.69362 1.48701
H -4.60542 1.74851 1.11339
H 1.05181 -3.17358 1.05153
H -0.17214 -2.08430 1.75286
H -0.83188 -1.53155 -0.70828
H 0.12233 -2.96995 -1.15305
H -3.13998 -4.31837 -0.60820
H -1.78253 -4.29136 -1.76607